Molecular formula: CHClN2
Method: DFT, ωB97M-V/def2-TZVPD

Computed properties:
Kohn-Sham gap: 8.66 eV
Energy above the lowest of the compared OMol25 structures with the same formula, charge and spin: 111.2 kJ/mol
E: -16552.3939 eV

Last column: natural (NBO) charge in e.
Atoms and positions in Å:
Cl  2.20732  0.00913  -0.04851  0.02
N  -0.15074  2.91355  -0.05693  0.10
N  0.14291  1.79614  0.03591  0.05
C  0.61605  0.24330  0.48655  -0.35
H  -0.11389  -0.35959  -0.03794  0.19